# 1
DFT (ωB97M-V/def2-TZVPD) results for one molecule with the formula C5H9NOS.

Summary:
Kohn-Sham gap	9.0	eV
charge	0
SMILES	NCC1(OC=S)CC1
calculated total energy	-723.9070	hartree
ΔE to the lowest compared entry with this formula, charge and spin	133.6	kcal per mole

Positions of all 17 atoms, in Å:
1 C 1.072 -0.676 -0.932
2 C 0.101 0.367 -0.414
3 C -1.327 0.188 -0.223
4 C -0.777 1.229 -1.211
5 C 0.292 0.582 1.932
6 H 0.475 -2.491 0.078
7 H 1.451 -1.469 0.851
8 H 0.642 -0.781 -1.888
9 H 1.977 0.115 -0.835
10 H -1.672 -0.844 -0.562
11 H -2.079 0.251 0.768
12 H -1.131 2.261 -0.879
13 H -1.297 0.983 -2.372
14 H -0.727 -0.086 1.961
15 N 1.145 -1.833 -0.144
16 O 0.680 0.882 0.724
17 S 1.173 1.322 3.144

What are the Löwdin partial charges on each atom? They are as follows, in elementary charge units: -0.2149, -0.5896, -0.1616, -0.0369, -0.7148, 0.0447, 0.1292, 0.1044, 0.1930, 0.1185, 0.1642, 0.1267, 0.1905, 0.1286, 0.0411, -0.1434, 0.6203

***

# 2
DFT (ωB97M-V/def2-TZVPD) results for one molecule with the formula C5H9NOS.

Summary:
Kohn-Sham gap	9.1	eV
charge	0
SMILES	CS/C(N)=C\C(C)=O
calculated total energy	-724.0236	hartree
ΔE to the lowest compared entry with this formula, charge and spin	60.4	kcal per mole

Positions of all 17 atoms, in Å:
1 C -1.122 -1.778 -0.861
2 C -0.749 0.964 -0.107
3 C 0.540 1.097 -0.281
4 C 1.651 0.130 -0.061
5 C 1.551 -0.713 1.122
6 H -0.173 -2.358 -0.677
7 H -1.228 -1.333 -1.841
8 H -1.982 -2.511 -0.506
9 H -0.933 2.920 -0.244
10 H -2.509 2.089 0.029
11 H 0.877 2.096 -0.668
12 H 2.125 -1.645 0.876
13 H 1.946 -0.143 2.176
14 H 0.439 -0.852 1.239
15 N -1.528 2.134 0.144
16 O 2.701 0.364 -0.676
17 S -1.606 -0.462 0.337

What are the Löwdin partial charges on each atom? They are as follows, in elementary charge units: -0.3466, -0.6904, -0.0888, -0.5013, -0.0643, 0.0526, 0.0302, 0.0654, 0.1170, 0.0514, 0.1334, 0.0966, 0.1746, 0.0036, 0.0338, 0.0349, 0.8979